Density functional theory data (ωB97M-V/def2-TZVPD) for a molecular structure, C27H39IrN3S5Si3.

XYZ file:
```
78
C27H39IrN3S5Si3, DFT ωB97M-V/def2-TZVPD
S 3.42255 0.28468 -4.88242
H -2.03644 1.11927 -1.90614
H 4.65241 -2.70092 1.63988
H 4.05187 2.60139 0.12017
Si 0.37446 -0.39665 3.15410
C 1.52277 -1.21683 4.41864
H 0.57307 5.97624 1.42395
H 2.16782 -0.95815 -1.41030
S 0.66367 0.10314 -3.77087
S 0.92514 -3.08976 -3.93675
H 4.05420 2.51945 3.03228
C -3.25130 -2.53984 0.37382
C 1.74330 -3.53471 0.93072
H -3.86074 -4.28947 1.40578
H -5.29208 -3.13593 0.21272
H -0.37596 -2.80114 1.77217
C -2.28711 -1.60170 -0.10769
H -4.29133 0.26291 -2.18212
H 1.49451 -3.91248 1.92259
C -2.70435 -0.61752 -1.06399
C -4.55055 -2.43090 -0.14013
H 2.22513 4.27389 2.19372
C -0.12498 1.30895 3.81519
H 0.99025 -5.44140 -3.77883
H 2.84749 1.65574 3.99305
N -1.64727 0.29140 -1.46826
H -2.00514 -0.99187 2.57579
C -2.16283 -3.70318 2.39710
C 3.48478 1.59046 3.11121
H 4.20260 0.78577 3.27931
H 1.02188 -1.25380 5.38924
H 0.85937 -3.62360 0.29583
C -3.99612 -0.51633 -1.48871
H -0.90838 1.77851 3.21611
H 2.04958 -4.88946 -5.09513
N -1.02370 -1.46846 0.27831
H -1.34378 5.21193 0.00641
C -3.05666 -3.56058 1.40629
H 2.58375 -4.74864 -3.39247
Si 2.51728 1.28520 1.52507
H -5.96558 -1.37100 -1.34486
C -0.70961 3.17574 0.06186
H 2.51669 -4.18821 0.51903
C 4.47292 -1.05359 -5.23715
S 3.73285 -2.61688 -4.95264
H -1.60428 -1.46709 4.20554
H 4.62510 -0.96020 1.90639
H 3.19583 -2.39881 -1.35312
Si 2.45717 -1.78415 0.94248
C 4.03015 -1.87321 1.98644
H 3.85954 -0.83103 -0.90719
C 3.69193 1.57053 0.07678
C 2.04022 -0.64487 -4.33164
H -0.51258 1.18852 4.82931
S 5.99074 -0.91359 -5.79391
C 1.38494 3.98924 1.57320
H 3.81946 -2.04456 3.04315
C 2.96603 -1.45425 -0.85574
H -0.33401 -3.39987 3.43208
H -1.54211 2.82485 -0.53187
H -1.05560 -0.15336 -2.17803
H 3.20345 1.42881 -0.88916
C 0.46469 4.93465 1.15254
Ir -0.21109 0.21195 0.32007
C 1.42575 -0.26749 1.49957
C -4.93634 -1.44231 -1.02306
H 2.46188 -0.67723 4.54670
H 1.76396 -2.24232 4.13036
H 4.56639 0.91873 0.11640
N 0.17770 2.26023 0.47547
C -1.21784 -1.44474 3.18138
C -0.94630 -2.88106 2.69362
C 1.23428 2.65642 1.21786
H -2.33667 -4.54093 3.06403
H 0.71271 2.00523 3.86692
C -0.59997 4.51634 0.36653
C 1.73281 -4.70362 -4.07071
C 2.20904 -2.03161 -4.38958
```

Computed properties:
Multiplicity: 5
Total charge: +1
HOMO-LUMO gap (spin up / spin down), Eh: 0.2785 / 0.2344
LUMO (spin up / spin down), eV: -2.5050 / -4.6080
Molar mass, g/mol: 842.44

Density functional theory data (ωB97M-V/def2-TZVPD) for a molecular structure, C2H3OS3.

XYZ file:
```
9
C2H3OS3, DFT ωB97M-V/def2-TZVPD
H -1.11008 -0.28463 1.65966
H -0.79756 0.07814 -1.62654
S 2.18057 0.10706 0.49145
C 1.10094 -0.76870 -0.29808
H 0.52100 1.62263 0.65097
O 0.98454 -1.86198 -0.70554
C -0.57467 0.12014 -0.54235
S -0.60015 1.76678 -0.13520
S -1.70461 -0.77945 0.50563
```

Computed properties:
Multiplicity: 1
Total charge: -1
HOMO-LUMO gap, Eh: 0.2638
LUMO, eV: 3.4111
Molar mass, g/mol: 139.25

Density functional theory data (ωB97M-V/def2-TZVPD) for 2 unconnected molecules or ions with the total composition C4H13N5.

XYZ file:
```
22
C4H13N5, DFT ωB97M-V/def2-TZVPD
H 2.28990 -0.22217 -2.45414
C -2.05053 -1.41618 -0.06234
H 2.88026 -0.00958 -0.78629
N 1.09876 2.41658 -1.06869
N 0.69127 0.27821 1.67342
N -1.12603 -0.35171 0.35424
H -2.89286 -0.99687 -0.61989
H -2.45919 -1.92205 0.81757
H -2.34775 1.25296 0.20164
C 1.15927 1.14380 -1.27092
C 2.45924 0.50603 -1.65510
H 0.20296 -2.53293 0.35264
H -1.54345 -2.14609 -0.69679
C 0.09297 -0.74346 1.01126
H 0.20548 0.45886 -0.97402
N -1.77136 0.80975 0.91795
N 0.68870 -1.88329 0.96449
H 0.16102 2.63290 -0.70642
H 0.03299 0.94854 2.04844
H 1.44130 -0.01692 2.28148
H 3.17521 1.24992 -2.01463
H -2.38817 0.54369 1.68611
```

Computed properties:
Multiplicity: 1
SMILES string: [H]/N=C(/N)N(C)N.[H]/N=C/C
HOMO-LUMO gap, Eh: 0.3467
LUMO, eV: 0.5330
Molar mass, g/mol: 131.18

Density functional theory data (ωB97M-V/def2-TZVPD) for 2 unconnected molecules or ions with the total composition C5H15N4O2.

XYZ file:
```
26
C5H15N4O2, DFT ωB97M-V/def2-TZVPD
H -0.73918 0.58717 1.08720
H -0.10307 0.77618 -1.81515
C -2.85264 -0.83026 0.07135
N -0.17541 0.24236 -0.97790
H -4.67299 -1.87648 0.62384
H 2.49921 -2.05136 -1.41746
H -1.49791 3.06858 0.89850
H -4.55246 -0.31361 1.11869
H 5.04579 -0.99068 0.60468
N -4.05669 -1.06059 0.74412
H -0.67951 -0.60400 -1.18013
H 2.23321 -2.52160 0.30192
H 3.90946 -2.52754 -0.22115
N 4.27464 -0.25728 0.71881
N -2.47769 0.54691 0.13540
H 0.72749 0.07207 -0.52843
H -3.16992 1.30558 0.03384
C -1.08253 2.59598 -0.00746
H -1.80141 2.86620 -0.81469
H -0.09057 3.14565 -0.15910
O -2.12896 -1.65023 -0.40342
O 2.13087 0.28771 -0.01087
C 2.87318 -1.93745 -0.34679
C -1.09043 1.02977 0.16880
H 4.42159 0.59268 1.21639
C 3.05592 -0.49575 0.15901
```

Computed properties:
Multiplicity: 1
Total charge: +1
HOMO-LUMO gap, Eh: 0.4147
LUMO, eV: -2.3338
Molar mass, g/mol: 163.20

Density functional theory data (ωB97M-V/def2-TZVPD) for a molecular structure, C15H13BrClIO7Pt.

XYZ file:
```
39
C15H13BrClIO7Pt, DFT ωB97M-V/def2-TZVPD
C 1.28661 -1.03874 1.49561
Pt -1.08266 -0.65130 -0.98321
H -1.04238 4.62838 -0.73065
C -2.11816 2.80275 -1.00837
H 5.28709 -2.38924 -1.32526
C -2.01831 4.16518 -0.78554
C 1.71004 -0.91531 0.13908
Cl -2.11913 -2.88937 -2.65646
H -0.18811 -0.52177 3.98812
C -0.08233 -0.82903 1.86488
H -0.17657 -2.22451 3.49592
H 1.95603 -1.40762 3.51599
H -1.22965 2.19292 -1.12234
O -1.02184 -1.99686 -3.03488
H 4.31867 -1.69994 2.93308
Br -6.22183 2.17426 -1.02414
C 2.25678 -1.33602 2.47972
H 5.57924 -0.63409 -1.18215
O -0.94700 -0.29709 1.13575
C 3.98708 -1.41854 0.82837
C -4.51258 2.96833 -0.93606
H -1.63231 -1.22588 3.25570
C -3.16625 4.93232 -0.65297
C -3.36578 2.20041 -1.09389
C -0.54534 -1.23391 3.24200
C 3.57211 -1.50661 2.17546
H 3.35531 -1.04167 -1.19994
O -1.94964 -4.18025 -3.19718
C 5.75973 -1.60891 -0.72478
H -3.09370 6.00123 -0.50435
C -4.41394 4.33426 -0.71824
O -2.12754 -2.93549 -1.20863
O 0.94219 -0.61712 -0.85756
H -5.31796 4.91773 -0.61270
C 3.07500 -1.12662 -0.15964
O 5.29179 -1.64407 0.61377
I -3.47713 0.15418 -1.66698
H 6.82870 -1.79246 -0.67352
O -3.35623 -2.30953 -3.10402
```

Computed properties:
Multiplicity: 1
HOMO-LUMO gap (spin up / spin down), Eh: 0.2476 / 0.2516
LUMO (spin up / spin down), eV: -1.8393 / -1.7120
Molar mass, g/mol: 742.60

Density functional theory data (ωB97M-V/def2-TZVPD) for a molecular structure, C33H26BrClINO3PPd.

XYZ file:
```
68
C33H26BrClINO3PPd, DFT ωB97M-V/def2-TZVPD
H 2.85537 -2.40858 -2.63790
H 1.84206 3.20010 -2.44883
C 2.46758 3.15686 0.86937
Pd -0.15908 -0.37185 0.43658
H 1.01807 -2.88440 -0.56537
H 1.86747 -0.48798 -1.45557
P -0.46710 1.24715 -2.11375
C -2.36137 -1.81797 -1.23262
C -1.28075 3.68990 -3.07082
H 5.27346 -1.83098 5.06505
C -0.61455 4.81020 -5.08489
H -1.86713 3.65504 -2.15878
C -0.01305 -4.91889 1.90129
C 0.31717 2.65973 -4.53100
C 0.75959 1.55077 0.32280
H -2.20007 -2.20232 -3.32298
H 0.81929 3.77387 -6.29265
C 3.66180 -1.23894 3.77568
C 1.81103 -0.14429 4.83873
C 0.66582 -4.50844 0.77114
H -0.85764 0.08472 -4.71364
C 0.84343 1.94399 -1.01694
H -1.55422 -2.05528 2.76402
O 2.32624 -0.86887 1.33206
C 0.22612 3.74945 -5.38630
C -0.82171 -4.05420 2.61540
H 1.28617 -5.19626 0.21492
H -0.68856 5.65457 -5.75887
N -3.17222 -1.92149 -0.12758
O -1.31613 -1.08645 -1.16391
H 4.11536 -1.60898 2.86617
C 4.30433 -1.35622 4.99705
C 2.59782 3.49769 -0.46816
C -1.36450 4.78311 -3.91757
C -0.28058 -2.31156 1.04476
C 2.06006 -1.84143 -3.10700
H 0.98558 1.84428 -4.77251
Cl 4.47929 -1.01484 7.67327
C -0.94459 -2.73949 2.18404
C -0.44462 2.61256 -3.36562
C 1.50366 -0.75709 -2.44313
C -2.72663 -2.46026 -2.42010
C 1.59127 -2.22235 -4.35402
C 0.46546 -0.03965 -3.03155
H 1.49015 1.94140 2.31365
C 1.55786 2.18657 1.26136
C 3.68648 -0.86156 6.13452
H 0.84045 0.32697 4.76639
C 0.52268 -3.19572 0.34316
H -3.70515 -2.77026 -0.02904
H 2.01741 -3.07759 -4.86177
H 0.15701 -1.82707 -5.90129
H -2.01795 5.61142 -3.67266
C 2.41088 -0.64201 3.68774
O 0.48615 -0.18248 2.39381
C 2.44586 -0.24897 6.06622
C 1.71168 -0.56690 2.35608
Br 0.17088 -6.72008 2.50181
H -1.34298 -4.39298 3.50032
H -3.69557 -2.92343 -2.51229
H 1.97801 0.13583 6.96205
H 3.08792 3.64019 1.61439
H 3.33135 4.23387 -0.77445
I -1.46772 -4.94871 -2.39982
C 1.77255 2.90823 -1.40943
H -2.74682 -1.58559 0.72019
C 0.54824 -1.52023 -4.93924
C -0.01532 -0.44117 -4.27733
```

Computed properties:
Multiplicity: 3
Total charge: -1
HOMO-LUMO gap (spin up / spin down), Eh: 0.2375 / 0.2048
LUMO (spin up / spin down), eV: 2.4253 / 0.3617
Molar mass, g/mol: 864.23

Density functional theory data (ωB97M-V/def2-TZVPD) for a molecular structure, C8H9ClN.

XYZ file:
```
19
C8H9ClN, DFT ωB97M-V/def2-TZVPD
C 0.74630 -1.96768 -0.00399
C 0.71778 0.29763 -0.02532
H -0.02804 1.21283 -0.03352
C -1.24453 1.94459 0.00117
H -2.39546 0.93130 1.50684
C -2.92118 0.23201 -0.41317
H 3.87468 -0.69696 0.09323
Cl -4.08399 -0.85717 0.08768
H 2.68355 -2.87853 0.07545
H -2.76162 0.28713 -1.48437
H -0.92997 2.70935 0.70092
H -1.25869 2.24561 -1.03888
C 2.79601 -0.73297 0.05419
C 2.08025 0.46542 0.01688
H 0.16247 -2.87535 -0.01272
N 0.08715 -0.82249 -0.03454
H 2.56863 1.42475 0.02100
C 2.13414 -1.95098 0.04552
C -2.22749 1.03150 0.44363
```

Computed properties:
Multiplicity: 1
Total charge: +1
HOMO-LUMO gap, Eh: 0.2930
LUMO, eV: -6.0337
Molar mass, g/mol: 154.62

Density functional theory data (ωB97M-V/def2-TZVPD) for C3H8N2S in the gas phase.

XYZ file:
```
14
C3H8N2S, DFT ωB97M-V/def2-TZVPD
H 3.45388 0.67700 -0.10855
C -2.20715 -0.30996 -0.05904
N 0.10323 -1.25913 0.03578
N -0.02397 0.95509 -0.61158
S 1.72742 -0.96651 -0.50101
H -2.93928 -0.25133 1.02704
H -2.32005 -1.40544 -0.54893
H -2.79441 0.47103 -0.66622
C -0.65098 -0.11521 -0.23726
H 1.89872 1.55558 -0.03351
H 2.37591 0.27297 1.36618
C 2.33541 0.63497 0.29551
H -0.22830 -1.92304 0.63180
H -0.73042 1.66398 -0.59021
```

Computed properties:
Multiplicity: 1
SMILES string: [H]/N=C(\C)NSC
HOMO-LUMO gap, Eh: 0.3359
LUMO, eV: 0.8016
Molar mass, g/mol: 104.18

Density functional theory data (ωB97M-V/def2-TZVPD) for C2H3NO3 in the gas phase.

XYZ file:
```
9
C2H3NO3, DFT ωB97M-V/def2-TZVPD
N 0.43329 -0.61206 0.85852
C -1.62586 0.10763 -0.27403
O -0.56433 -0.78392 -0.05741
O 2.45972 0.78155 -0.00264
O -1.63052 1.14074 0.25935
H 0.20865 0.44518 1.17140
C 1.58947 -0.06340 -0.16349
H 1.73373 -0.65601 -1.16362
H -2.60414 -0.35971 -0.62807
```

Computed properties:
Multiplicity: 1
SMILES string: O=CNOC=O
HOMO-LUMO gap, Eh: 0.3991
LUMO, eV: 0.6467
Molar mass, g/mol: 89.05

Density functional theory data (ωB97M-V/def2-TZVPD) for a molecular structure, C37H25AsF5IrN3O7PS.

XYZ file:
```
81
C37H25AsF5IrN3O7PS, DFT ωB97M-V/def2-TZVPD
H -3.91948 0.26025 -1.80680
C 2.84139 2.27969 -4.76486
C 2.51108 2.39510 -2.38913
F 3.48209 -0.33916 1.66769
H 5.10325 1.28109 0.04363
As 2.98609 1.81372 -0.61158
C -5.30340 2.27091 0.59811
C 0.89966 3.35391 -3.87953
C -0.48220 -1.85637 -2.30403
O 2.86728 2.70746 0.73965
H 3.95554 -3.39917 -0.31684
C 1.39815 0.22718 2.81578
C -3.97722 0.91607 -0.85610
H 0.05792 -2.56438 2.50077
S 0.01941 3.56925 -1.36498
C -1.08001 -0.13826 -4.33488
F 3.80113 1.02193 6.07001
Ir 0.56355 0.40481 0.83046
O -0.61093 2.30734 -1.01428
C 2.78798 -4.22850 1.34997
C -2.96559 1.86392 1.05225
H 3.36618 1.92005 -5.65687
F -0.42569 0.81564 4.03368
N 4.45622 -6.12037 1.94749
H -4.17829 3.32145 2.08633
C 1.72355 -3.90269 2.19255
C 2.24176 -2.39314 0.03350
N 1.21554 -2.04329 0.83655
C 3.00262 0.70722 5.06213
C -2.86816 -2.69270 -0.34107
H -3.39755 -2.89792 3.54843
C -3.21370 -2.87085 2.44514
C -1.16837 -0.71601 -1.94999
C 3.26555 1.90188 -3.49250
O 2.00566 0.36655 -0.55113
F 1.09846 1.21408 6.29365
H 1.46555 -4.56474 3.00850
H 4.17020 1.34276 -3.25526
O 0.64888 4.24227 -0.24682
N -0.63929 2.33428 1.66424
O 0.11410 3.14970 2.48374
H -2.25193 3.15684 2.70752
H -4.20233 -4.67960 2.01250
H 2.41873 -1.67336 -0.76840
H -1.86041 1.14262 -2.78258
C 3.57473 0.22539 3.84738
P -1.51621 -0.20865 -0.22856
C -5.19236 1.52233 -0.57657
H 1.25938 3.29669 -5.97390
C -1.91236 2.45594 1.92676
H 0.02807 3.92294 -3.98911
C -0.17393 -2.21791 -3.59724
C -2.46441 -1.81436 1.94751
C 1.30310 3.09438 -2.53128
H -3.89742 -4.49790 -0.42314
C 2.76869 0.01910 2.73984
C -3.47520 -3.75747 0.23091
C 0.87565 0.60479 4.00785
C -1.53193 0.14293 -3.03591
C 3.07704 -3.40842 0.24690
C 1.62426 2.97727 -4.97563
C -4.15615 2.52114 1.32099
C -0.45648 -1.34456 -4.68615
C 1.63531 0.84421 5.13852
H 0.75808 3.54552 1.82032
C -2.29195 -1.73507 0.53659
H -0.25162 -2.53504 -1.45507
H 0.35520 -3.18181 -3.72414
F 4.89175 0.35817 3.67664
C -2.86275 1.01625 -0.07378
H -2.64973 -2.67706 -1.37630
H -6.28963 2.57870 0.99851
H -1.36083 0.66028 -4.97908
C 0.91267 -2.84114 1.85918
H -0.10332 -1.65692 -5.65522
O -0.83896 4.38773 -2.11648
O 4.63504 1.23569 -0.84429
C 3.59131 -5.38867 1.70918
H -2.14178 -1.05798 2.61709
C -3.68039 -3.82110 1.58653
H -5.96585 1.52719 -1.30551
```

Computed properties:
Multiplicity: 5
HOMO-LUMO gap (spin up / spin down), Eh: 0.2659 / 0.2409
LUMO (spin up / spin down), eV: -0.9384 / -2.4640
Molar mass, g/mol: 1048.79

Density functional theory data (ωB97M-V/def2-TZVPD) for a molecular structure, N2O3S.

XYZ file:
```
6
N2O3S, DFT ωB97M-V/def2-TZVPD
N 0.57999 -1.09424 0.14021
O -1.60709 1.28441 0.10737
N -0.66509 0.65672 -0.18310
O 1.63020 -1.34120 0.64749
O -0.03934 0.02438 0.85998
S 0.10133 0.46993 -1.57195
```

Computed properties:
Multiplicity: 1
HOMO-LUMO gap, Eh: 0.3180
LUMO, eV: -1.3049
Molar mass, g/mol: 108.08

Density functional theory data (ωB97M-V/def2-TZVPD) for a molecular structure, C4H6INO.

XYZ file:
```
13
C4H6INO, DFT ωB97M-V/def2-TZVPD
I 1.20527 -1.94903 -1.58972
N -1.44784 -0.53367 1.52655
O -2.06834 -1.27188 2.27724
H -1.36518 0.93188 -0.56035
H 0.77828 1.07573 1.07411
H 0.10380 -2.20406 1.58160
C 0.95160 -0.03950 0.84402
H 1.98948 -0.56777 0.91944
H -1.07916 0.10687 -2.08348
C -0.61344 0.47588 -1.12897
C -0.21630 -0.94696 1.14988
H -0.05048 1.42494 -1.27534
C 0.13826 -0.54412 -0.26847
```

Computed properties:
Multiplicity: 1
HOMO-LUMO gap (spin up / spin down), Eh: 0.3275 / 0.3275
LUMO (spin up / spin down), eV: -0.5004 / -0.5006
Molar mass, g/mol: 211.00